[1]
Here is an isolated molecule of CH7N5 from the OMol25 dataset. Energies are from wB97M-V/def2-TZVPD.

Structure (XYZ):
```
13
Properties=species:S:1:pos:R:3
N 1.883 0.540 -0.896
C 0.754 0.260 -0.181
N 0.243 -1.029 -0.462
N -0.514 -1.552 0.557
N -0.076 1.063 0.550
N -1.549 1.351 0.163
H 2.108 1.611 -1.185
H 1.059 -1.649 -0.817
H -0.895 -2.584 0.442
H 0.143 -1.620 1.539
H 0.501 1.816 0.724
H -1.490 1.281 -0.959
H -2.167 0.512 0.526
```

The HOMO energy is -8.7 eV. The charge is 0. As for the HOMO-LUMO gap: 9.550 eV. The LUMO energy is 0.86 eV. As for the SMILES: N=C(NN)NN. For the largest force on an atom, the calculation gives 5.983 eV/Å.

Computed natural (NBO) charges, given in elementary charges: -0.795, 0.537, -0.464, -0.679, -0.500, -0.641, 0.354, 0.375, 0.378, 0.318, 0.375, 0.355, 0.387

***

[2]
Here is an isolated molecule of CH7N5 from the OMol25 dataset. Energies are from wB97M-V/def2-TZVPD.

Structure (XYZ):
```
13
Properties=species:S:1:pos:R:3
N 0.220 1.444 -0.007
C 0.129 0.177 -0.022
N -1.035 -0.632 -0.045
N -2.275 0.061 -0.037
N 1.238 -0.690 -0.007
N 2.582 -0.102 -0.016
H -0.680 1.851 0.021
H -0.966 -1.404 0.671
H -2.817 -0.150 -0.925
H -2.828 -0.138 0.841
H 1.119 -1.449 -0.637
H 2.596 0.689 -0.742
H 2.717 0.344 0.904
```

The HOMO energy is -9.1 eV. The charge is 0. As for the HOMO-LUMO gap: 9.949 eV. The LUMO energy is 0.81 eV. As for the SMILES: N=C(NN)NN. For the largest force on an atom, the calculation gives 2.327 eV/Å.

Computed natural (NBO) charges, given in elementary charges: -0.758, 0.540, -0.508, -0.687, -0.492, -0.649, 0.360, 0.373, 0.367, 0.362, 0.377, 0.355, 0.360

***

[3]
Here is an isolated molecule of CH7N5S from the OMol25 dataset. Energies are from wB97M-V/def2-TZVPD.

Structure (XYZ):
```
14
Properties=species:S:1:pos:R:3
N -2.181 0.721 1.228
N -1.936 0.303 -0.147
C -0.723 0.056 -0.198
N -0.056 -0.362 -1.466
N 0.833 -1.520 -1.334
N 0.204 -0.261 0.892
S 1.812 0.482 0.392
H -2.502 -0.201 1.615
H -3.029 1.521 1.122
H -0.581 -0.362 -2.466
H 1.807 -1.206 -1.443
H 0.629 -1.948 -0.454
H -0.093 0.144 1.715
H 1.066 1.843 0.615
```

The HOMO energy is -8.5 eV. The charge is 0. As for the HOMO-LUMO gap: 8.863 eV. The LUMO energy is 0.34 eV. As for the SMILES: N/N=C(/NN)NS. For the largest force on an atom, the calculation gives 6.436 eV/Å.

Computed natural (NBO) charges, given in elementary charges: -0.729, -0.368, 0.527, -0.524, -0.662, -0.756, 0.107, 0.361, 0.377, 0.408, 0.356, 0.366, 0.396, 0.142

***

[4]
Here is a cluster of 2 separate species, CH7NO in total from the OMol25 dataset. Energies are from wB97M-V/def2-TZVPD.

Structure (XYZ):
```
10
Properties=species:S:1:pos:R:3
C -0.250 1.078 -0.896
N -0.870 -0.064 -0.134
H 0.417 0.710 -1.721
H -0.991 1.715 -1.334
H 0.410 1.594 -0.208
H -1.304 0.426 0.714
H -1.810 -0.458 -0.542
O 1.447 -2.101 1.444
H 2.287 -1.295 1.572
H 0.664 -1.604 1.105
```

The HOMO energy is -10.1 eV. The charge is 0. As for the HOMO-LUMO gap: 10.887 eV. The LUMO energy is 0.83 eV. As for the SMILES: CN.O. For the largest force on an atom, the calculation gives 5.704 eV/Å.

Computed natural (NBO) charges, given in elementary charges: -0.414, -0.858, 0.193, 0.180, 0.196, 0.347, 0.361, -0.957, 0.460, 0.492

***

[5]
Here is a cluster of 2 separate species, CH7NO in total from the OMol25 dataset. Energies are from wB97M-V/def2-TZVPD.

Structure (XYZ):
```
10
Properties=species:S:1:pos:R:3
C 1.111 0.569 -0.496
N 0.633 -0.276 0.524
H 2.174 0.621 -0.646
H 1.084 1.656 -0.206
H 0.528 0.491 -1.398
H -0.341 -0.568 0.525
H 1.223 -1.111 0.572
O -2.025 -0.629 0.185
H -2.702 -1.006 0.758
H -1.685 0.253 0.182
```

The HOMO energy is -8.6 eV. The charge is 0. As for the HOMO-LUMO gap: 9.461 eV. The LUMO energy is 0.89 eV. As for the SMILES: CN.O. For the largest force on an atom, the calculation gives 3.050 eV/Å.

Computed natural (NBO) charges, given in elementary charges: -0.425, -0.882, 0.206, 0.164, 0.168, 0.384, 0.354, -0.983, 0.511, 0.503

***

[6]
Here is a cluster of 3 separate species, CH7NO2 in total from the OMol25 dataset. Energies are from wB97M-V/def2-TZVPD.

Structure (XYZ):
```
11
Properties=species:S:1:pos:R:3
C -1.190 -0.020 -1.246
N -1.276 0.435 -0.075
H -0.270 -0.493 -1.570
H -1.991 0.071 -1.983
H -2.110 0.982 0.112
O 0.661 0.163 1.903
H -0.025 0.259 1.203
H 0.332 0.204 2.800
O 1.867 -0.697 -0.753
H 1.375 -0.732 0.085
H 2.627 -0.173 -0.476
```

The HOMO energy is -10.6 eV. The charge is 0. As for the HOMO-LUMO gap: 11.597 eV. The LUMO energy is 0.97 eV. As for the SMILES: C=N.O.O. For the largest force on an atom, the calculation gives 1.061 eV/Å.

Computed natural (NBO) charges, given in elementary charges: -0.001, -0.655, 0.201, 0.148, 0.351, -1.021, 0.500, 0.478, -0.959, 0.486, 0.473